(1)
Here is C20H57BBaF3N2O27P5 as an isolated structure in a non-equilibrium geometry from the OMol25 dataset. Energies are from wB97M-V/def2-TZVPD.

Results
frontier orbital gap = 8.409 eV
E_LUMO = 0.0037 hartree
electronic energy = -4994.14202 hartree
charge = 0
2S+1 = 1

Cartesian coordinates (Å):
Ba -10.4268 -12.5208 -3.4372
B -13.1823 -12.9081 -3.4232
H -13.5197 -11.9341 -3.1041
H -14.0692 -13.4854 -3.6338
H -12.5537 -12.8636 -4.2990
H -12.6041 -13.3187 -2.6100
N -8.9613 -10.7179 -1.0983
O -8.2173 -11.2986 -1.8416
O -10.1706 -10.8117 -1.2109
O -8.5199 -9.8432 -0.3508
C -14.9572 -9.8792 -4.9069
N -16.3074 -10.0412 -4.2778
O -17.2804 -10.4341 -4.9525
O -16.4314 -9.6458 -3.1357
H -14.2412 -9.2465 -4.3823
H -15.0128 -9.4329 -5.8997
H -14.5550 -10.8565 -5.1738
C -9.3357 -14.3881 -8.6965
O -8.6116 -13.2448 -8.1431
P -9.4709 -11.9811 -7.5224
O -10.1172 -12.2453 -6.1896
O -10.5726 -11.6474 -8.7535
C -11.4294 -10.5098 -8.6698
O -8.4872 -10.6759 -7.5698
C -7.7950 -10.2295 -8.7554
H -10.4039 -14.1999 -8.5885
H -9.0545 -15.2405 -8.0780
H -9.1186 -14.5765 -9.7479
H -12.5079 -10.6412 -8.7578
H -11.1037 -9.6893 -9.3092
H -11.2810 -10.1113 -7.6662
H -8.0903 -9.1820 -8.8157
H -7.9911 -10.9032 -9.5895
H -6.7261 -10.3941 -8.6197
C -10.3876 -18.4302 -6.1288
O -10.0353 -17.1311 -5.7413
P -11.0987 -16.0205 -5.2496
O -10.4926 -14.8872 -4.4550
O -12.0770 -16.9537 -4.3012
C -12.7851 -16.2676 -3.2302
O -11.9532 -15.6659 -6.5765
C -13.0432 -14.8293 -6.4698
H -11.4722 -18.5186 -6.1916
H -9.9805 -19.1094 -5.3797
H -9.9908 -18.8451 -7.0553
H -12.2411 -15.4331 -2.7878
H -13.0837 -16.9502 -2.4346
H -13.7544 -15.9244 -3.5918
H -13.5569 -14.8538 -7.4309
H -12.5510 -13.8725 -6.2952
H -13.6525 -15.0164 -5.5855
C -5.0397 -12.2575 -3.1899
O -5.4212 -13.6110 -2.9754
P -6.4710 -14.1912 -4.0926
O -7.8296 -13.4532 -4.0081
O -5.6561 -14.2266 -5.5542
C -6.1086 -13.3342 -6.6547
O -6.4739 -15.7776 -3.6950
C -7.4985 -16.5866 -4.2600
H -4.1298 -12.1192 -2.6058
H -5.8298 -11.6445 -2.7563
H -4.9695 -11.8498 -4.1984
H -6.6298 -14.0075 -7.3352
H -5.1868 -12.9411 -7.0836
H -6.6538 -12.5281 -6.1637
H -7.9292 -17.0972 -3.3986
H -7.0290 -17.3572 -4.8714
H -8.1766 -15.9405 -4.8175
C -11.0750 -12.7412 1.1772
O -11.3209 -14.0981 1.0455
P -10.5984 -14.9744 -0.0896
O -10.2140 -14.1918 -1.3125
O -9.3010 -15.6136 0.6092
C -8.2804 -14.6848 1.1298
O -11.5410 -16.3152 -0.2827
C -12.0434 -16.8877 0.9237
H -10.1235 -12.3656 0.8010
H -11.2260 -12.5708 2.2432
H -11.7746 -12.0846 0.6601
H -8.6476 -14.3567 2.1023
H -8.1088 -13.7967 0.5215
H -7.3367 -15.2034 1.2985
H -11.7200 -17.9176 1.0751
H -13.1328 -16.9139 0.9453
H -11.8104 -16.2834 1.8004
C -8.6712 -7.4576 -3.4894
O -9.5840 -7.4725 -4.5274
P -10.8496 -8.4021 -4.6260
O -10.6660 -9.9054 -4.3449
O -11.8697 -7.5666 -3.7063
C -12.6728 -8.0891 -2.7421
O -11.3491 -8.1581 -6.2295
C -11.3642 -6.8235 -6.7077
H -9.0572 -8.2049 -2.7961
H -8.7502 -6.4298 -3.1353
H -7.6595 -7.7303 -3.7897
H -12.4131 -7.7192 -1.7502
H -12.6234 -9.1746 -2.8276
H -13.6246 -7.6036 -2.9573
H -10.8324 -6.8140 -7.6591
H -10.7639 -6.0993 -6.1570
H -12.4064 -6.6305 -6.9622
C -14.7575 -13.0750 -0.4176
C -15.7777 -13.9502 0.3184
O -16.1231 -15.1522 -0.4064
C -16.5560 -16.2386 0.2639
O -16.6009 -16.3598 1.5450
C -16.6374 -17.5239 -0.6290
F -16.3846 -17.2483 -1.8706
F -15.8714 -18.4957 -0.2113
F -17.8682 -17.9955 -0.5604
H -15.1035 -12.6738 -1.3702
H -13.8918 -13.7164 -0.5830
H -14.2973 -12.3256 0.2263
H -16.7549 -13.4682 0.3484
H -15.4457 -14.1936 1.3277

(2)
Here is C37H41MgN5O9Te as an isolated structure from the OMol25 dataset. Energies are from wB97M-V/def2-TZVPD.

Results
frontier orbital gap (alpha / beta) = 5.461 / 7.670 eV
energy above the lowest of the compared OMol25 structures with the same formula, charge and spin = 0.0 kJ/mol
E_LUMO (alpha / beta) = 0.0833 / 0.0833 hartree
electronic energy = -2853.65648 hartree
charge = -1
2S+1 = 2

Cartesian coordinates (Å):
Mg 0.0315 0.7908 2.1163
O 1.6874 3.8466 3.5680
C 1.2075 3.2224 2.6228
O 0.0373 2.6554 2.6506
C 2.0181 3.1186 1.3375
C 2.6075 4.2741 0.8489
C 3.3362 4.2046 -0.3263
C 3.5319 3.0168 -1.0164
C 2.9889 1.8381 -0.5134
C 2.2046 1.8714 0.6889
O 1.6764 0.7898 1.1749
N 3.2150 0.6546 -1.2450
O 2.7521 -0.5108 -0.8345
O 3.7613 0.7374 -2.3887
N 3.9230 5.4284 -0.8627
O 4.5575 5.3637 -1.9024
O 3.7444 6.4733 -0.2546
H 2.4968 5.2107 1.3733
H 4.1003 2.9877 -1.9304
C 1.9516 -4.0250 -6.3696
C 1.6645 -3.1523 -5.1790
C 1.3362 -1.8153 -5.3342
C 1.0321 -1.0046 -4.2436
C 0.8258 0.4679 -4.4731
C 1.0275 -1.5761 -2.9684
Te 0.4379 -0.2952 -1.3920
N -0.2588 -1.6993 -0.0928
C -1.1214 -1.1697 0.7118
O -1.3169 0.1080 0.8977
C -2.0231 -2.0919 1.4780
C -1.6726 -3.4254 1.6752
C -2.5112 -4.2659 2.3890
C -3.7117 -3.7825 2.8956
C -4.0662 -2.4578 2.6914
C -3.2200 -1.6085 1.9915
C -1.5942 -0.1067 -2.1661
C -2.3905 -1.1600 -2.6258
C -1.9383 -2.5957 -2.6965
C -3.6879 -0.8811 -3.0627
C -4.2097 0.4004 -3.0553
C -5.6099 0.6779 -3.5308
C -3.4036 1.4330 -2.5922
C -2.1077 1.2024 -2.1487
C -1.3043 2.3795 -1.6530
C 1.4565 -2.8915 -2.7668
C 1.6442 -3.5154 -1.4125
C 1.7476 -3.6594 -3.8900
H 2.1319 -3.4258 -7.2623
H 1.1100 -4.6894 -6.5802
H 2.8278 -4.6522 -6.1987
H 1.3396 -1.3738 -6.3255
H 0.9268 0.6991 -5.5335
H 1.5902 1.0390 -3.9366
H -0.1593 0.8111 -4.1551
H -0.7374 -3.7807 1.2626
H -2.2299 -5.2991 2.5502
H -4.3696 -4.4409 3.4496
H -5.0044 -2.0820 3.0810
H -3.4752 -0.5701 1.8295
H -1.2802 -2.8602 -1.8730
H -1.4021 -2.7898 -3.6291
H -2.8068 -3.2560 -2.6631
H -4.3078 -1.7022 -3.4106
H -6.1345 -0.2464 -3.7730
H -5.6049 1.3052 -4.4249
H -6.1867 1.2044 -2.7679
H -3.7937 2.4461 -2.5679
H -1.8750 3.3008 -1.7698
H -0.3636 2.5052 -2.1940
H -1.0539 2.2754 -0.5951
H 2.0745 -2.8086 -0.7063
H 2.3233 -4.3641 -1.5028
H 0.6986 -3.8635 -0.9957
H 2.0718 -4.6849 -3.7416
C -1.6363 0.6659 5.3867
N -0.3006 1.2034 5.5878
C -0.2901 2.6398 5.8867
C 0.6827 0.6575 4.8072
O 0.3664 -0.1026 3.8503
N 1.9690 0.9177 5.0858
C 2.4241 1.5581 6.3039
C 3.0093 0.6734 4.0946
H -2.2531 0.9694 6.2325
H -1.6095 -0.4190 5.3334
H -2.0932 1.0540 4.4690
H -1.1740 3.0887 5.4304
H 0.5572 3.1304 5.4164
H -0.3079 2.8222 6.9636
H 1.6850 1.4436 7.0917
H 2.6329 2.6185 6.1455
H 3.3464 1.0670 6.6186
H 2.6148 0.1121 3.2549
H 3.8194 0.1114 4.5624
H 3.3943 1.6282 3.7283

| no. | molecular weight (g mol⁻¹) |
| --- | --- |
| 1 | 1117.67 |
| 2 | 851.67 |